Entry 1:
Below is the molecule C8H9N3, with properties calculated with ωB97M-V with the def2-TZVPD basis set.

Geometry as XYZ:
```
20
Properties=species:S:1:pos:R:3:forces:R:3
N 3.29932 -0.86704 0.19082 1.816 2.235 -0.832
N 1.79380 0.86628 -0.37004 1.748 0.529 -0.176
N 1.04694 -1.31104 0.04718 0.444 2.481 0.615
C -1.36082 -1.61781 0.11416 1.697 -1.293 -1.842
C 0.69881 1.57279 0.18502 -2.299 -2.031 2.196
C 2.04655 -0.42319 -0.00694 -3.754 -1.317 -0.736
C -0.56753 0.61935 0.11275 1.726 2.571 0.108
C -0.27661 -0.70473 0.01697 0.695 -2.644 1.200
C -1.88255 1.11319 0.11298 0.003 0.368 -0.206
C -2.62445 -1.19766 -0.07571 -2.164 1.275 0.022
C -2.91630 0.20730 -0.05451 1.532 -0.995 0.156
H -3.41229 -1.95643 -0.26543 0.428 0.791 0.345
H -1.16030 -2.70466 -0.02698 0.106 0.941 0.531
H 4.05110 -0.37936 -0.35744 -1.075 -0.949 0.879
H 3.24395 -1.83606 0.10038 0.635 -1.927 -0.111
H 0.53683 2.39837 -0.40996 -0.489 1.967 -1.176
H 2.58045 1.47784 -0.53835 0.223 -0.336 0.144
H 0.86432 1.91953 1.25326 -0.094 -0.389 -0.929
H -2.08805 2.22468 0.17818 0.319 -1.472 -0.116
H -3.87316 0.59864 -0.20636 -1.498 0.196 -0.071
```
Forces are in eV/Å.

As for the molar mass: 147.18 g/mol. Its SMILES is NC1=Nc2ccccc2CN1. The energy above the lowest of the compared OMol25 structures with the same formula, charge and spin is 7.36 kcal/mol. The LUMO energy comes out at 0.660 eV.

Entry 2:
Below is a cluster of 2 separate species, C9H16N2O2 in total, with properties calculated with ωB97M-V with the def2-TZVPD basis set.

Geometry as XYZ:
```
29
Properties=species:S:1:pos:R:3:forces:R:3
O -0.30229 -0.97379 -0.52081 0.813 -0.423 -0.707
O -0.15665 0.56438 1.13678 0.095 0.559 -0.031
N -0.91983 1.05483 -1.01282 0.251 -0.146 0.181
N 0.90950 3.08977 -1.66753 -3.130 -1.631 -0.733
C 0.29290 -3.30997 -0.71274 0.726 1.971 -0.513
C -1.59785 3.28170 0.07804 -1.186 -2.388 -2.411
C 0.34303 -2.10168 0.18592 -2.788 1.347 2.579
C -0.61413 -2.37914 1.42202 -1.799 4.471 -0.780
C -0.39069 0.25716 0.00035 -0.413 -0.591 0.096
C 1.67583 -1.70538 0.85564 1.292 -2.051 -4.124
C -2.07311 3.31416 -1.39323 0.839 1.457 0.587
C -1.01380 2.41154 -0.95208 2.577 1.542 -0.739
C 1.62666 3.30543 -0.70227 1.164 0.626 4.090
H 1.15709 -3.81327 -0.40789 0.767 -1.954 0.575
H 2.42396 -1.32028 0.07676 -1.187 0.192 1.013
H 2.79032 3.28331 -0.70304 -1.761 0.359 -0.363
H 1.41984 -1.02454 1.60939 0.535 0.636 1.296
H 2.16781 -2.69477 1.03842 -0.491 0.953 1.079
H -1.68538 -2.59886 1.23924 0.484 0.364 -0.886
H -0.73254 0.61966 -1.89960 -0.351 0.219 -0.438
H -0.64810 -3.81002 -0.71728 -0.405 -0.579 0.273
H -2.19560 2.88429 0.83775 -1.205 -1.182 0.638
H -1.97661 4.21047 -1.99515 1.111 -0.014 0.131
H 0.55106 -3.04127 -1.71782 -0.110 0.392 -0.771
H -0.31939 -3.22613 1.84146 1.771 -3.595 2.354
H -1.03678 3.96691 0.53838 2.471 3.149 0.865
H -0.67010 -1.49434 2.18528 0.579 -1.738 -1.425
H 1.16562 3.51956 0.39511 1.084 -0.534 -1.897
H -3.02676 2.98474 -1.62948 -1.732 -1.412 0.059
```
Forces are in eV/Å.

As for the molar mass: 184.24 g/mol. The energy above the lowest of the compared OMol25 structures with the same formula, charge and spin is 149.16 kcal/mol. The LUMO energy (alpha / beta) comes out at 0.743 / 0.744 eV.